{"formula": "C13H14Cl30IO", "method": "ωB97M-V/def2-TZVPD", "gap_ev": 3.25, "charge": -1, "symbols": ["C", "C", "C", "O", "I", "H", "H", "H", "H", "C", "Cl", "Cl", "Cl", "H", "C", "Cl", "Cl", "Cl", "H", "C", "Cl", "Cl", "Cl", "H", "C", "Cl", "Cl", "Cl", "H", "C", "Cl", "Cl", "Cl", "H", "C", "Cl", "Cl", "Cl", "H", "C", "Cl", "Cl", "Cl", "H", "C", "Cl", "Cl", "Cl", "H", "C", "Cl", "Cl", "Cl", "H", "C", "Cl", "Cl", "Cl", "H"], "xyz": [[-4.00136, 0.74848, 1.31623], [-5.15739, 0.89859, 0.37498], [-6.40394, 0.25938, 0.94082], [-6.63064, -0.89006, 1.12904], [-8.05402, 1.69156, 1.46507], [-3.34426, 1.60103, 1.21128], [-3.42275, -0.15029, 1.10241], [-5.35931, 1.95362, 0.24567], [-5.04843, 0.47932, -0.63675], [0.23733, 1.92389, 0.71316], [0.50058, 1.64180, -1.01484], [-1.13933, 2.97893, 0.98190], [0.02559, 0.38907, 1.55652], [1.12004, 2.40675, 1.10775], [3.36424, -1.33082, -2.56605], [2.46123, -2.03731, -3.91567], [2.28082, -0.95315, -1.23794], [4.66585, -2.41057, -2.05437], [3.81043, -0.40895, -2.91238], [-11.99489, 3.35924, 1.28595], [-11.40839, 2.74984, 2.83042], [-11.10519, 4.80082, 0.78961], [-11.84409, 2.09741, 0.06607], [-13.03554, 3.62796, 1.39828], [7.55229, -3.04544, 0.80750], [8.99153, -3.55717, 1.69399], [7.46390, -1.28928, 0.73645], [7.53777, -3.74577, -0.81299], [6.68457, -3.40605, 1.33952], [10.20203, 1.46861, 2.64461], [9.94169, 2.64057, 3.93718], [9.72348, -0.14902, 3.15452], [9.33592, 1.94914, 1.18282], [11.25774, 1.45092, 2.41724], [14.08877, 3.14699, 3.14582], [13.80111, 4.33392, 4.41575], [13.65334, 1.52594, 3.69193], [13.19613, 3.56481, 1.68144], [15.14397, 3.15081, 2.91177], [-9.87326, -1.57031, -0.90833], [-10.01559, -0.02753, -1.74818], [-11.44008, -2.38573, -0.82996], [-8.67227, -2.59780, -1.68713], [-9.54358, -1.36547, 0.10263], [-0.58770, -0.66687, -5.55227], [-1.77935, -1.96017, -5.69569], [-0.17677, -0.01773, -7.14610], [-1.17396, 0.60947, -4.49017], [0.31182, -1.09267, -5.12714], [-10.25722, 0.48589, -5.58931], [-9.89573, 2.19167, -5.85318], [-11.91649, 0.11497, -6.06778], [-9.11226, -0.54044, -6.45306], [-10.16094, 0.28131, -4.53275], [7.05813, -5.00583, 4.86655], [5.97212, -4.87985, 3.47914], [7.83931, -3.46080, 5.20159], [6.18250, -5.58390, 6.28287], [7.82629, -5.72767, 4.62684]], "atomic_forces_ev_per_a": [[0.0, -0.3, 0.0], [0.3, 0.7, -0.1], [0.4, -1.7, 0.0], [-0.1, 1.0, -0.2], [-0.3, 0.2, 0.1], [-0.1, 0.2, 0.1], [0.0, -0.3, 0.1], [-0.2, 0.2, -0.1], [-0.2, -0.4, -0.2], [-0.2, 0.0, 0.1], [-0.2, 0.3, 0.0], [0.2, 0.1, 0.0], [0.0, 0.0, 0.0], [0.0, 0.0, 0.0], [-0.1, -0.1, 0.2], [0.1, -0.1, -0.1], [0.2, -0.3, -0.1], [0.0, 0.1, 0.0], [0.0, 0.0, 0.0], [0.2, -0.2, 0.0], [-0.1, 0.1, 0.1], [0.0, 0.1, 0.0], [-0.2, 0.1, -0.1], [0.0, 0.0, 0.0], [0.1, 0.1, -0.1], [0.0, -0.1, 0.0], [-0.1, 0.0, -0.1], [0.0, -0.1, 0.0], [0.0, 0.0, 0.0], [-0.1, 0.0, 0.0], [0.0, 0.0, 0.0], [0.1, 0.0, 0.1], [0.0, 0.0, 0.0], [0.0, 0.0, 0.0], [-0.1, 0.1, 0.0], [0.0, 0.0, 0.0], [0.1, -0.1, 0.0], [0.0, 0.0, 0.0], [0.0, 0.0, 0.0], [0.1, -0.1, 0.0], [0.0, 0.0, -0.1], [0.0, 0.0, 0.0], [0.0, 0.0, 0.0], [0.1, 0.1, 0.0], [-0.1, 0.0, 0.0], [0.0, 0.0, 0.0], [0.0, 0.0, 0.0], [0.1, -0.1, 0.0], [-0.1, 0.1, 0.0], [0.0, 0.0, -0.1], [0.0, 0.0, 0.0], [0.0, 0.0, 0.0], [0.0, 0.0, 0.0], [0.0, 0.0, 0.1], [0.0, 0.1, 0.1], [0.0, 0.0, 0.0], [0.0, 0.0, 0.0], [0.0, 0.0, 0.0], [0.0, 0.0, 0.0]]}

=====

{"formula": "C6H10O5Sn", "method": "ωB97M-V/def2-TZVPD", "gap_ev": [8.06, 8.87], "charge": 1, "multiplicity": 2, "s2": 0.75, "symbols": ["O", "C", "C", "O", "C", "C", "O", "C", "H", "H", "H", "H", "H", "H", "H", "H", "H", "O", "C", "O", "Sn", "H"], "xyz": [[-3.19527, 2.42081, -0.18646], [-2.36573, 1.63389, -0.49509], [-2.35584, 0.15234, -0.12503], [-1.09993, -0.44386, -0.15958], [-0.47873, -0.58483, 1.09637], [0.78891, -1.39067, 0.95388], [1.66753, -0.84653, -0.04658], [1.73600, -1.59886, -1.26722], [-2.82965, 0.06813, 0.87046], [-2.99330, -0.36002, -0.86094], [-1.14261, -1.11426, 1.80212], [-0.24987, 0.40545, 1.53131], [1.33199, -1.38397, 1.90663], [0.56704, -2.43019, 0.68433], [2.41861, -1.07357, -1.94443], [2.13192, -2.59907, -1.05287], [0.73846, -1.65790, -1.71703], [1.19396, 2.31644, 0.89464], [0.78881, 2.58891, -0.27012], [1.40053, 2.10611, -1.26094], [2.31112, 0.92221, 0.04654], [-0.36396, 2.86945, -0.39997]], "atomic_forces_ev_per_a": [[0.9, -0.9, -0.5], [-0.7, 0.9, 0.7], [-1.0, -0.2, 0.1], [0.8, -0.3, -0.2], [-0.2, 0.3, 0.4], [-0.7, -0.9, 0.8], [-2.9, -4.8, -0.2], [-0.1, -0.7, -1.1], [0.1, 0.0, -0.3], [0.1, 0.2, 0.2], [0.3, 0.1, -0.1], [-0.1, -0.2, 0.0], [-0.1, 0.0, -0.2], [0.1, 0.3, 0.0], [-0.1, -0.1, 0.2], [-0.1, 0.3, 0.0], [0.3, 0.0, 0.1], [-1.7, 1.9, 1.4], [-5.1, 0.4, -0.6], [-1.1, 1.4, -1.8], [8.9, 1.6, 1.2], [2.5, 0.5, 0.1]]}

=====

{"formula": "C25H56N2O3Si", "method": "ωB97M-V/def2-TZVPD", "gap_ev": [7.22, 8.66], "charge": 1, "multiplicity": 2, "de_lowest_kcal_mol": 0.00, "s2": 0.75, "symbols": ["C", "C", "C", "C", "N", "C", "C", "C", "C", "C", "O", "C", "C", "C", "C", "O", "Si", "C", "C", "C", "H", "H", "H", "H", "H", "H", "H", "H", "H", "H", "H", "H", "H", "H", "H", "H", "H", "H", "H", "H", "H", "H", "H", "H", "H", "H", "H", "H", "H", "H", "H", "H", "H", "H", "H", "H", "H", "H", "C", "C", "C", "C", "C", "C", "N", "O", "C", "C", "C", "H", "H", "H", "H", "H", "H", "H", "H", "H", "H", "H", "H", "H", "H", "H", "H", "H", "H"], "xyz": [[3.25068, -4.69032, -0.30331], [3.15589, -3.48713, 0.63451], [2.05421, -2.47606, 0.25593], [2.59112, -1.16035, -0.26852], [3.33364, -1.31925, -1.57298], [2.53635, -1.94123, -2.70356], [1.17648, -1.31057, -2.97483], [1.13376, -0.20944, -4.04086], [1.30131, 1.21699, -3.49518], [-0.03113, 1.81929, -3.08862], [-0.60627, 0.95306, -2.13366], [-1.87964, 1.39625, -1.66911], [-2.42569, 0.37680, -0.68861], [4.02456, -0.03669, -1.96209], [5.51891, -0.14095, -1.69842], [6.08998, 1.05462, -2.11373], [7.47819, 1.72599, -1.42491], [8.09946, 2.96442, -2.64849], [8.71558, 0.35191, -1.12701], [6.98174, 2.52714, 0.18303], [3.72714, -4.44537, -1.25776], [3.83797, -5.49201, 0.14252], [2.26195, -5.09548, -0.52560], [4.12541, -2.97345, 0.66979], [2.98957, -3.83626, 1.65309], [1.37388, -2.91075, -0.48107], [1.42662, -2.23393, 1.11479], [3.32605, -0.73839, 0.42058], [1.81513, -0.41516, -0.43373], [4.07577, -1.99571, -1.37793], [2.43182, -2.99280, -2.44450], [3.19510, -1.87958, -3.57132], [0.73769, -0.91529, -2.05822], [0.51625, -2.12921, -3.26676], [0.15832, -0.27293, -4.52601], [1.87125, -0.41304, -4.82294], [1.77904, 1.86019, -4.23662], [1.94191, 1.23021, -2.60607], [0.10553, 2.82096, -2.66036], [-0.69173, 1.92528, -3.96059], [-1.76768, 2.38311, -1.20519], [-2.54570, 1.51485, -2.53178], [-3.03161, 0.84151, 0.08763], [-1.59251, -0.13426, -0.20153], [-3.04599, -0.37595, -1.17434], [3.84170, 0.15001, -3.01786], [3.59180, 0.77910, -1.38640], [5.69316, -0.34632, -0.62966], [5.93116, -0.99315, -2.26040], [9.01768, 3.41573, -2.26330], [8.33815, 2.48817, -3.60131], [7.38858, 3.76919, -2.84042], [8.79147, 0.10393, -0.06672], [8.48871, -0.56758, -1.67102], [9.70481, 0.67467, -1.46061], [6.82534, 1.81670, 0.99724], [7.76231, 3.22119, 0.50620], [6.06611, 3.10944, 0.05541], [-7.57111, 2.12312, 2.97928], [-7.04520, 0.96040, 2.13769], [-7.82551, -0.33544, 2.40494], [-7.54536, -0.92823, 3.78054], [-6.05453, -1.17466, 3.97921], [-5.19604, 0.07999, 3.75224], [-5.59620, 0.66597, 2.42557], [-4.91408, 0.26490, 1.42559], [-5.35894, 1.08492, 4.89210], [-3.72083, -0.29886, 3.66589], [-7.15740, 1.35234, 0.66838], [-8.50506, 2.46639, 2.53347], [-7.78687, 1.85820, 4.00946], [-6.86729, 2.95596, 2.97263], [-7.54148, -1.06073, 1.63637], [-8.89174, -0.12914, 2.27919], [-7.93621, -0.27905, 4.56843], [-8.07945, -1.87519, 3.87826], [-5.85675, -1.54348, 4.98965], [-5.71997, -1.94724, 3.28048], [-4.91189, 2.04414, 4.62858], [-4.83610, 0.69395, 5.76560], [-6.39050, 1.25245, 5.18357], [-3.54734, -1.06045, 2.91076], [-3.40677, -0.67873, 4.63956], [-3.11442, 0.57352, 3.41940], [-6.54483, 2.22925, 0.45608], [-8.19923, 1.59722, 0.45710], [-6.84012, 0.54638, 0.01323]], "atomic_forces_ev_per_a": [[0.0, 0.0, 0.0], [0.0, 0.0, 0.0], [0.0, 0.0, -0.1], [0.1, 0.1, -0.1], [0.1, 0.1, 0.0], [0.0, 0.0, 0.0], [-0.1, 0.0, 0.1], [0.0, 0.1, 0.0], [-0.1, 0.0, 0.1], [0.0, 0.0, 0.0], [0.0, 0.0, 0.0], [0.0, 0.0, -0.1], [0.0, 0.0, 0.1], [0.1, -0.1, 0.0], [0.0, 0.0, 0.1], [0.0, 0.0, -0.1], [0.0, -0.1, 0.1], [0.0, 0.0, -0.1], [0.1, 0.1, 0.0], [0.0, 0.1, 0.0], [0.0, 0.0, 0.0], [0.0, 0.0, 0.0], [0.0, 0.0, 0.0], [0.0, 0.0, 0.1], [-0.1, 0.0, 0.0], [0.0, 0.0, 0.1], [0.1, 0.0, 0.0], [-0.1, 0.0, 0.0], [0.0, 0.0, 0.0], [0.0, 0.0, 0.0], [0.0, 0.0, 0.0], [0.0, -0.1, 0.0], [0.0, -0.1, -0.1], [0.1, 0.0, -0.1], [0.0, 0.1, -0.1], [0.0, 0.0, 0.0], [-0.1, 0.0, 0.0], [-0.1, 0.0, -0.2], [0.0, 0.0, 0.0], [0.0, -0.1, 0.0], [0.0, 0.0, 0.0], [0.0, 0.0, 0.0], [0.0, 0.0, -0.1], [0.0, 0.0, 0.1], [0.1, 0.0, 0.0], [0.1, 0.0, 0.0], [0.0, 0.0, 0.0], [0.0, 0.0, 0.0], [0.0, 0.0, 0.0], [0.0, 0.0, 0.0], [0.0, 0.0, 0.0], [0.0, 0.0, 0.0], [0.0, 0.0, 0.0], [0.0, 0.0, 0.0], [0.0, 0.0, 0.1], [0.0, 0.0, 0.0], [0.0, 0.0, 0.0], [0.0, 0.0, 0.0], [0.0, 0.0, 0.0], [0.2, -0.1, 0.0], [0.0, 0.1, 0.0], [0.0, 0.0, 0.0], [0.1, 0.0, 0.1], [0.0, 0.0, -0.2], [-0.2, -0.1, 0.1], [0.1, 0.1, -0.1], [0.0, 0.0, 0.0], [0.0, 0.0, 0.1], [0.0, 0.0, 0.0], [0.0, 0.0, 0.0], [0.0, 0.0, 0.0], [0.0, 0.0, 0.0], [0.0, 0.0, 0.0], [0.0, 0.0, 0.0], [0.0, 0.0, 0.0], [0.0, 0.0, 0.0], [0.0, 0.0, 0.0], [0.0, 0.0, 0.0], [0.0, 0.0, 0.0], [0.0, 0.0, 0.0], [0.0, 0.0, 0.0], [0.0, 0.0, 0.0], [0.0, 0.0, 0.0], [0.0, 0.0, 0.0], [0.0, 0.0, 0.0], [0.0, 0.0, 0.0], [0.0, 0.0, 0.0]]}

=====

{"formula": "C20H20ClNO7", "method": "ωB97M-V/def2-TZVPD", "gap_ev": 9.02, "smiles": "C[C@H](Cc1ccc2c(c1)OC(C(=O)O)(C(=O)O)O2)NC[C@H](O)c1cccc(Cl)c1", "de_lowest_kcal_mol": 3.25, "symbols": ["C", "C", "C", "C", "C", "C", "C", "C", "C", "O", "C", "C", "O", "O", "C", "O", "O", "O", "N", "C", "C", "O", "C", "C", "C", "C", "C", "Cl", "C", "H", "H", "H", "H", "H", "H", "H", "H", "H", "H", "H", "H", "H", "H", "H", "H", "H", "H", "H", "H"], "xyz": [[-2.97799, -3.33020, -1.96997], [-2.03807, -2.39854, -1.19444], [-0.98263, -3.24166, -0.44766], [0.15470, -2.42266, 0.08960], [0.28232, -2.17190, 1.44804], [1.31595, -1.39440, 1.96644], [2.21588, -0.87875, 1.06837], [2.10333, -1.13061, -0.29810], [1.08722, -1.89382, -0.81177], [3.13008, -0.50553, -0.96255], [3.88992, 0.15925, 0.02443], [5.35452, -0.34125, 0.00981], [5.75816, -1.22473, -0.68539], [6.07803, 0.32378, 0.89589], [3.84301, 1.68136, -0.30611], [4.74670, 2.29865, -0.78744], [2.64320, 2.15366, -0.03544], [3.32048, -0.09129, 1.29411], [-2.85349, -1.57252, -0.31735], [-2.73364, -0.14020, -0.39270], [-1.69279, 0.45700, 0.59142], [-1.98909, 0.05140, 1.91023], [-1.62497, 1.95598, 0.43715], [-2.67619, 2.77266, 0.84121], [-2.60148, 4.14477, 0.68383], [-1.47803, 4.72843, 0.12443], [-0.43508, 3.91067, -0.27522], [0.98093, 4.63629, -0.96839], [-0.49839, 2.53657, -0.13133], [-3.74221, -2.74258, -2.47045], [-2.42970, -3.90241, -2.71357], [-3.46837, -4.01739, -1.28591], [-1.52415, -1.74915, -1.91346], [-0.58751, -3.97965, -1.14852], [-1.47726, -3.77794, 0.36413], [-0.44354, -2.58092, 2.13322], [1.40178, -1.19919, 3.02118], [1.01834, -2.08466, -1.86986], [7.00140, 0.01876, 0.88884], [2.53276, 3.09570, -0.28809], [-2.78176, -1.87142, 0.64861], [-3.71457, 0.29037, -0.14934], [-2.48153, 0.15689, -1.41237], [-0.71128, 0.02345, 0.38304], [-2.84288, 0.42187, 2.16363], [-3.56366, 2.34241, 1.28314], [-3.42253, 4.76954, 1.00090], [-1.41168, 5.79845, 0.00575], [0.32578, 1.91545, -0.44198]], "atomic_forces_ev_per_a": [[0.4, 0.2, -0.1], [-0.3, -0.5, -0.2], [-0.1, 0.4, -0.2], [0.0, -0.1, 0.2], [0.0, -0.1, -0.2], [0.4, 0.3, -0.1], [-0.3, -0.2, -0.6], [-0.1, 0.1, 0.6], [0.3, 0.2, 0.0], [0.0, -0.1, 0.0], [0.4, 0.5, -0.2], [-0.1, -0.3, -0.3], [-0.1, 0.0, -0.1], [0.2, 0.4, 0.6], [0.2, -0.2, -0.1], [0.2, -0.1, -0.1], [-0.7, 0.2, 0.3], [0.0, -0.1, 0.1], [0.1, -0.1, 0.3], [0.3, 0.2, 0.4], [-0.2, 0.0, -0.7], [-0.2, -0.1, 0.4], [0.1, 0.0, 0.1], [0.1, -0.1, 0.0], [0.0, 0.0, 0.0], [0.1, 0.0, 0.0], [-0.3, -0.1, 0.1], [0.2, 0.2, -0.2], [-0.1, 0.0, 0.0], [-0.1, 0.0, 0.0], [0.0, -0.2, -0.1], [-0.1, -0.1, 0.1], [0.0, 0.0, 0.1], [0.0, -0.1, 0.0], [0.0, -0.1, 0.0], [-0.1, -0.1, 0.0], [0.0, 0.0, 0.2], [0.0, 0.0, -0.2], [-0.3, -0.1, -0.2], [0.3, -0.4, 0.0], [0.0, 0.0, 0.0], [0.1, 0.2, -0.1], [-0.1, 0.0, 0.0], [-0.1, 0.1, 0.0], [0.0, 0.0, 0.0], [-0.1, 0.0, 0.0], [-0.1, 0.1, 0.0], [0.0, 0.1, 0.0], [0.1, -0.1, 0.0]]}